{
  "formula": "O12P3Y3",
  "method": "ωB97M-V/def2-TZVPD",
  "energy_ev": -55503.1171,
  "e_homo_ev": -6.6,
  "total_charge": 0,
  "elements": ["Y", "Y", "Y", "P", "O", "O", "O", "O", "P", "O", "O", "O", "O", "P", "O", "O", "O", "O"],
  "coordinates": [[-0.70579, -3.40166, -1.02860], [-0.34928, -2.83933, 2.31549], [5.37803, -0.52917, -0.74278], [0.07470, 4.06553, -0.40507], [-1.45911, 3.97957, 1.12992], [2.03896, 0.52263, 2.22753], [-3.22460, -0.46354, 0.27914], [2.17694, -3.89040, 0.13885], [3.14437, -2.57918, -0.39161], [3.18368, -2.22518, -2.14241], [3.78419, 1.24295, -2.03834], [-4.89214, 1.10109, 0.06286], [-4.74293, -2.66545, -1.29351], [-2.25249, 0.73165, -1.44383], [-0.07629, -0.17325, 1.07271], [-0.88880, 1.41229, 1.18342], [1.68100, 3.25949, 0.33434], [-2.87044, 2.45195, 0.74191]]
}

***

{
  "formula": "C24H72O19",
  "method": "ωB97M-V/def2-TZVPD",
  "smiles": "OCCO.OCCO.OCCO.OCCO.OCCO.OCCO.OCCO.CCO.CCO.CCO.CCO.CCO",
  "de_lowest_ev": 3.592,
  "energy_ev": -64951.1597,
  "e_homo_ev": -9.6,
  "total_charge": 0,
  "elements": ["O", "C", "C", "O", "H", "H", "H", "H", "H", "H", "O", "C", "C", "O", "H", "H", "H", "H", "H", "H", "O", "C", "C", "O", "H", "H", "H", "H", "H", "H", "O", "C", "C", "O", "H", "H", "H", "H", "H", "H", "O", "C", "C", "O", "H", "H", "H", "H", "H", "H", "O", "C", "C", "O", "H", "H", "H", "H", "H", "H", "O", "C", "C", "O", "H", "H", "H", "H", "H", "H", "C", "C", "O", "H", "H", "H", "H", "H", "H", "C", "C", "O", "H", "H", "H", "H", "H", "H", "C", "C", "O", "H", "H", "H", "H", "H", "H", "C", "C", "O", "H", "H", "H", "H", "H", "H", "C", "C", "O", "H", "H", "H", "H", "H", "H"],
  "coordinates": [[-0.69968, -2.84141, -4.73060], [-1.11296, -1.49603, -4.53236], [-1.13742, -0.73820, -5.85619], [-2.34227, -0.91237, -6.57205], [-0.01635, -3.13911, -4.11974], [-2.12943, -1.57281, -4.12553], [-0.56133, -0.97034, -3.74803], [-0.26993, -1.05708, -6.44215], [-1.02467, 0.31555, -5.57749], [-2.77160, -1.71024, -6.24830], [-4.74162, 4.38783, -0.17064], [-3.88919, 3.29419, -0.67311], [-3.43428, 3.77548, -2.04595], [-4.40216, 3.40051, -3.03289], [-4.75357, 4.31555, 0.78990], [-2.99115, 3.13814, -0.06738], [-4.64043, 2.50863, -0.68562], [-2.46413, 3.31935, -2.26342], [-3.37706, 4.86149, -2.14512], [-5.10119, 4.05741, -3.04283], [2.62946, -2.04694, 2.74131], [3.77661, -2.64386, 3.31581], [4.85947, -1.62133, 3.58979], [4.28644, -0.55709, 4.38285], [2.16965, -1.42763, 3.32473], [3.54651, -3.18726, 4.23229], [4.14894, -3.23969, 2.48386], [5.22819, -1.21992, 2.63903], [5.73825, -1.98921, 4.12356], [5.01257, 0.04921, 4.55923], [2.44864, 0.81660, -4.78402], [2.22611, -0.09044, -3.71552], [3.53761, -0.72456, -3.20072], [3.35052, -1.49137, -2.02179], [2.39896, 1.70539, -4.43493], [1.80429, 0.52310, -2.91291], [1.61508, -0.92726, -4.05870], [4.32634, -0.01237, -2.93405], [3.94823, -1.23597, -4.08069], [3.39776, -2.41322, -2.28929], [-0.45240, -0.40876, -1.31921], [-0.77802, 0.06011, -0.02935], [0.23206, -0.31777, 1.00935], [0.41475, -1.75989, 0.97013], [0.12863, -1.17255, -1.15103], [-0.90925, 1.14987, -0.05128], [-1.76607, -0.28152, 0.32053], [-0.02924, -0.09127, 2.04929], [1.26971, 0.01169, 0.84384], [1.20140, -1.90320, 1.51835], [-1.62812, -1.55464, 6.62543], [-0.44379, -2.34182, 6.56590], [0.54202, -1.70580, 5.57799], [-0.04031, -1.66438, 4.29168], [-1.67127, -1.18557, 7.50988], [-0.01054, -2.46579, 7.56272], [-0.63355, -3.37332, 6.25761], [1.42174, -2.34910, 5.53538], [0.79351, -0.71683, 5.97430], [-0.94860, -1.35356, 4.41337], [-5.81358, -2.39306, 0.99535], [-4.96523, -1.39470, 1.57391], [-5.24158, 0.03480, 1.20176], [-6.54723, 0.38910, 1.68192], [-5.84270, -3.13857, 1.59465], [-5.15161, -1.41766, 2.65562], [-3.92604, -1.70605, 1.40577], [-5.29358, 0.20084, 0.11669], [-4.48173, 0.77526, 1.44781], [-7.16773, -0.10504, 1.13596], [4.16216, 2.03181, -0.45964], [5.31123, 1.65056, 0.50038], [5.60331, 0.25531, 0.31561], [3.99010, 3.08824, -0.21840], [3.21775, 1.53077, -0.23283], [4.38474, 1.92374, -1.51872], [4.87067, 1.69618, 1.50155], [6.12080, 2.35069, 0.32758], [4.75342, -0.19659, 0.30784], [0.56757, -4.58547, -0.94625], [1.80698, -4.49065, -1.81441], [1.36457, -4.54042, -3.17881], [-0.01017, -5.38855, -1.42355], [-0.12733, -3.76956, -1.16725], [0.63462, -4.76036, 0.12027], [2.47278, -5.32997, -1.60358], [2.35049, -3.57639, -1.58335], [2.12808, -4.86544, -3.66800], [0.52531, 3.74817, -0.70188], [1.15126, 5.12891, -0.75118], [1.55060, 5.58707, 0.54684], [1.19509, 3.05301, -0.17842], [0.47871, 3.26048, -1.68657], [-0.48342, 3.58621, -0.32144], [0.37101, 5.81570, -1.07483], [2.06336, 5.15536, -1.34524], [1.90774, 4.87094, 1.08833], [-3.68815, -0.19224, -2.40290], [-4.39366, -1.49742, -2.64634], [-5.62559, -1.46366, -1.90216], [-3.74947, 0.11274, -1.35464], [-4.31662, 0.54429, -2.91418], [-2.65039, -0.04163, -2.68822], [-3.75854, -2.36970, -2.45947], [-4.70637, -1.58051, -3.68952], [-5.44366, -1.98086, -1.10711], [0.69230, 2.90831, 2.92892], [2.17401, 2.57713, 2.94789], [2.93722, 3.74742, 2.57225], [0.28930, 3.66106, 3.60546], [0.01828, 2.05272, 2.88419], [0.50966, 3.40276, 1.96749], [2.43665, 1.77674, 2.25588], [2.46333, 2.25909, 3.95113], [3.59938, 3.83044, 3.26260]]
}

***

{
  "formula": "C29H20CoN7O2S4",
  "method": "ωB97M-V/def2-TZVPD",
  "de_lowest_ev": 0.000,
  "energy_ev": -125893.6222,
  "e_homo_ev": -7.4,
  "total_charge": 0,
  "elements": ["Co", "O", "C", "N", "C", "C", "C", "C", "C", "C", "N", "C", "O", "C", "C", "C", "C", "C", "N", "C", "C", "C", "C", "C", "N", "H", "H", "H", "H", "H", "H", "H", "H", "H", "H", "H", "H", "S", "C", "C", "N", "C", "H", "H", "H", "S", "C", "S", "C", "N", "N", "C", "C", "C", "C", "C", "C", "S", "H", "H", "H", "H", "H"],
  "coordinates": [[1.24112, -0.47149, -0.76130], [-2.55741, -1.64173, -0.47336], [-1.34397, -1.46116, -0.48060], [-0.63251, -0.39645, -0.82913], [-1.15379, 0.82380, -1.31421], [-2.48979, 1.11511, -1.53007], [-2.83034, 2.37266, -2.02871], [-1.85483, 3.31301, -2.30411], [-0.50642, 3.02337, -2.09265], [-0.16330, 1.77597, -1.59841], [1.14805, 1.31037, -1.34173], [2.27196, 1.96680, -1.60845], [2.43708, 3.07556, -2.11015], [3.47785, 1.13019, -1.22936], [4.74907, 1.65998, -1.32156], [5.82256, 0.89491, -0.89929], [5.57719, -0.37337, -0.39963], [4.27443, -0.83566, -0.35930], [3.23945, -0.10931, -0.77887], [-0.42262, -2.58776, -0.04567], [-0.94877, -3.78648, 0.39645], [-0.08309, -4.78872, 0.79569], [1.28220, -4.55874, 0.71697], [1.72698, -3.33625, 0.24952], [0.89552, -2.36022, -0.11893], [-3.24138, 0.37272, -1.31387], [-3.87295, 2.60989, -2.19692], [-2.13335, 4.28681, -2.68578], [0.26446, 3.74645, -2.30623], [4.84764, 2.66293, -1.71238], [6.83142, 1.28341, -0.94523], [6.37541, -1.00439, -0.03543], [4.06353, -1.81435, 0.04024], [-2.02520, -3.88521, 0.41016], [-0.46150, -5.73360, 1.16312], [2.00233, -5.30666, 1.01724], [2.78439, -3.14283, 0.16535], [1.38223, -2.59388, -4.70799], [1.41861, -0.90790, -4.94284], [1.41441, -0.27035, -3.74944], [1.38625, -1.11444, -2.65525], [1.36415, -2.36790, -3.03544], [1.43578, -0.47252, -5.92744], [1.42789, 0.79599, -3.60816], [1.33536, -3.19916, -2.35109], [-1.28539, 4.13013, 4.11215], [-0.84510, 2.73191, 3.34521], [0.75293, 2.54879, 2.68952], [0.37525, 0.95973, 2.14310], [-0.82968, 0.59716, 2.39120], [-1.52654, 1.57977, 3.06042], [-2.87154, 1.20703, 3.41089], [-3.65190, 1.95662, 4.28205], [-4.92846, 1.51435, 4.60879], [-5.43608, 0.34007, 4.08308], [-4.65852, -0.38852, 3.19255], [-3.38753, 0.03610, 2.85235], [1.59942, -0.06142, 1.42127], [-3.27633, 2.87233, 4.70209], [-5.52496, 2.11036, 5.28766], [-6.42428, -0.00462, 4.35843], [-5.04403, -1.29753, 2.74885], [-2.79339, -0.53170, 2.15462]]
}

***

{
  "formula": "H5N3O",
  "method": "ωB97M-V/def2-TZVPD",
  "de_lowest_ev": 2.641,
  "energy_ev": -6593.8557,
  "e_homo_ev": [-8.1, -7.6],
  "total_charge": 0,
  "elements": ["N", "N", "N", "O", "H", "H", "H", "H", "H"],
  "coordinates": [[-1.70506, 0.26004, -0.18015], [1.89554, -0.04364, -0.15827], [-0.80317, -0.65864, 0.11765], [0.77590, 0.36235, 0.52297], [-1.84007, 1.08804, 0.50336], [-1.70082, 0.65079, -1.11427], [2.24316, -0.93482, 0.25073], [1.82241, -0.02470, -1.09483], [-0.68790, -0.69943, 1.15281]]
}

***

{
  "formula": "C2H4FNS",
  "method": "ωB97M-V/def2-TZVPD",
  "smiles": "FC/C=N\\S",
  "de_lowest_ev": 1.491,
  "energy_ev": -17180.2551,
  "e_homo_ev": -9.5,
  "total_charge": 0,
  "elements": ["F", "C", "C", "N", "S", "H", "H", "H", "H"],
  "coordinates": [[1.00212, 1.30123, -1.62771], [0.16480, 0.94592, -0.57793], [0.72350, -0.35769, -0.00707], [0.17488, -1.18256, 0.72775], [-1.43810, -0.69686, 1.18503], [-0.84598, 0.71618, -1.00121], [0.06613, 1.79668, 0.08966], [1.81023, -0.55648, -0.31853], [-1.65758, -1.96641, 1.52999]]
}

***

{
  "formula": "C4H12N3S",
  "method": "ωB97M-V/def2-TZVPD",
  "de_lowest_ev": 1.920,
  "energy_ev": -19648.2467,
  "e_homo_ev": -2.8,
  "total_charge": -1,
  "elements": ["C", "C", "N", "N", "H", "H", "H", "H", "H", "H", "C", "C", "S", "N", "H", "H", "H", "H", "H", "H"],
  "coordinates": [[-1.84233, -2.02152, 0.90422], [-2.30158, -0.79784, 0.74919], [-3.73148, -0.54221, 0.83192], [-0.43911, -2.41357, 0.91850], [-2.58457, -2.85219, 1.06498], [-1.60360, 0.00561, 0.48734], [-4.17959, -0.67545, -0.06640], [-4.00318, 0.37510, 1.14885], [0.12525, -1.53265, 0.85757], [-0.18711, -3.02844, 1.72757], [2.09191, 1.15713, -1.91563], [2.47818, 0.66259, -0.51783], [1.01552, 0.56255, 0.56271], [1.34793, 2.43078, -1.88846], [1.45514, 0.35029, -2.35205], [3.00841, 1.18566, -2.58408], [3.12923, 1.43908, -0.04835], [3.00607, -0.31391, -0.54470], [1.98398, 3.23940, -2.00763], [0.80318, 2.47962, -1.03977]]
}